[1]
The following is a quantum chemistry calculation of one molecule with the formula C3H5FIN at a distorted geometry, from OMol25.

Summary:
**SMILES**: C=C(F)N(C)I
**Energy relative to the best compared isomer or geometry (same formula, charge and spin)**: 39.6 kcal per mole
**Lowest unoccupied orbital energy**: -0.1 eV
**Total energy**: -15497.4805 eV

Last column: Mulliken charge in e.
CARTESIAN COORDINATES (ANGSTROEM)
C: 0.93575 1.25981 -0.46664  -0.8045
C: -0.23429 1.07892 0.05118  0.6231
C: 0.11559 -1.38828 0.28064  -0.7789
N: -0.82797 -0.31793 0.53619  -0.4594
F: -1.13259 1.98822 0.12214  -0.2282
I: -2.74746 -0.54549 -0.16419  0.1041
H: 1.24114 2.31999 -0.48781  0.2579
H: 1.61751 0.52391 -0.45190  0.3525
H: 0.38528 -1.75879 -0.70839  0.3075
H: 1.06162 -0.95077 0.56827  0.3236
H: -0.41457 -2.20959 0.72050  0.3024

Cartesian forces, eV/Å:
C -0.1 3.6 0.6
C -2.4 -5.3 0.7
C -0.6 0.2 -0.6
N 1.4 4.3 -1.7
F -1.3 1.6 0.6
I 0.2 -0.3 -0.1
H 0.0 -0.7 -0.6
H 2.3 -2.2 -0.4
H -0.8 0.6 -0.9
H 0.3 -0.9 1.4
H 1.0 -0.9 1.1


[2]
The following is a quantum chemistry calculation of one molecule with the formula C3H5FN2S at a distorted geometry, from OMol25.

Summary:
**Energy relative to the best compared isomer or geometry (same formula, charge and spin)**: 100.3 kcal per mole
**Lowest unoccupied orbital energy (spin up / spin down)**: -0.3 / -0.3 eV
**Total energy**: -19720.2743 eV

Last column: Mulliken charge in e.
CARTESIAN COORDINATES (ANGSTROEM)
C: 1.06992 0.62164 -0.08027  -0.6096
C: 0.10042 -0.42025 -0.02059  0.9700
C: -1.30348 -0.00666 0.05804  -1.2062
N: 2.99405 -1.08605 0.11014  -0.4233
N: 0.68222 -1.56378 0.09208  -0.2934
F: -0.19940 -2.62944 -0.00947  -0.2228
S: 2.69282 0.38281 -0.01652  0.1741
H: 0.93086 1.65966 0.22871  0.3028
H: -1.52704 0.58038 0.91254  0.3175
H: -2.07298 -0.72858 -0.03380  0.3765
H: -1.44835 0.69384 -0.74438  0.3516
H: 3.97719 -1.09442 0.00551  0.2630

Cartesian forces, eV/Å:
C 1.9 1.2 0.8
C 0.6 -0.6 1.0
C -0.6 0.4 -1.2
N 0.8 -1.5 0.0
N -0.8 -0.3 -0.6
F -1.0 -0.1 0.2
S -1.5 1.9 -0.2
H -0.7 -0.2 -0.6
H 0.2 0.4 1.2
H -0.3 -1.1 -0.1
H -0.2 0.4 -0.6
H 1.8 -0.5 -0.1